No. 1
# C16H34S

One molecule with the formula C16H34S (the ωB97M-V functional and the def2-TZVPD basis, the OMol25 dataset).

Structure (XYZ):
```
51
Properties=species:S:1:pos:R:3:forces:R:3:mulliken_charge:R:1
C 1.60187 -5.10241 0.42083 0.4509 0.3297 -0.2354 -1.349
C 1.55906 -3.72431 -0.29105 0.3923 -0.5909 0.0493 0.191
C 2.99310 -3.21755 -0.52491 0.3823 -1.5416 -0.0943 -0.761
C 3.13548 -1.92269 -1.27994 0.5276 -0.0765 -0.1687 -1.062
C 2.46392 -0.79044 -0.54619 -1.5659 0.3613 -2.0902 0.136
C 3.06137 -0.29933 0.70128 1.4731 0.9390 1.3691 -0.406
C 2.48391 1.02586 1.23591 -0.8893 -0.7836 -0.2317 -1.220
C 0.93978 0.94569 1.39582 -0.0810 1.6791 0.6417 0.390
S 0.28042 -0.21589 2.61663 -0.0411 -0.3843 0.0392 -0.177
C -1.48231 -0.39186 2.14403 -0.0109 -0.4778 -0.3584 -0.390
C -2.49725 0.65965 2.60197 -0.0718 0.1022 -0.4029 -0.848
C -2.75983 1.71700 1.53385 -1.5093 0.7348 -0.9380 -0.137
C -3.43635 1.16576 0.20195 0.2206 -1.2597 0.7232 -0.977
C -2.55567 0.79643 -1.03461 0.7040 0.9113 -0.4121 0.374
C -2.42779 1.97469 -2.05479 0.1915 0.3688 -0.4495 -0.997
C -1.52061 3.14799 -1.59930 -0.8566 -0.9894 0.8449 0.356
C -1.38123 4.25899 -2.60003 0.3483 0.4574 0.4674 -1.464
H 2.00246 -4.96016 1.43875 -0.3160 -0.2203 -0.2738 0.325
H 2.27982 -5.80668 -0.09695 -0.2044 0.3903 0.1143 0.318
H 0.62713 -5.58981 0.44323 -0.0442 0.1514 0.2493 0.369
H 1.01396 -3.01310 0.34096 -0.0779 -0.1746 -0.1718 0.025
H 1.03638 -3.82843 -1.25754 0.1058 0.1788 0.2945 0.278
H 3.52176 -3.21061 0.42901 -0.1196 0.4982 0.3290 0.336
H 3.56044 -4.02767 -1.02294 -0.3582 0.2783 -0.2639 0.441
H 4.19128 -1.71868 -1.50573 -0.0480 0.0662 0.3164 0.327
H 2.67858 -1.99510 -2.26999 -0.1935 -0.2120 0.0267 0.311
H 1.42541 -1.15301 -0.41259 0.3076 0.4765 0.2903 -0.227
H 2.35851 0.03187 -1.28535 0.1002 -0.0419 0.4513 0.355
H 3.01432 -1.03775 1.48864 -0.3076 -0.3842 0.3154 0.322
H 4.15213 -0.14480 0.59651 -0.2767 -0.0245 -0.2966 0.288
H 2.99431 1.30901 2.15568 -0.2151 -0.1262 0.2280 0.386
H 2.69066 1.84414 0.54019 -0.0939 -0.0979 -0.1490 0.349
H 0.44951 0.79122 0.45688 -0.0431 -0.5693 -0.7702 -0.456
H 0.54262 1.93422 1.68145 0.4182 -0.1043 0.0556 0.508
H -1.77634 -1.35941 2.57573 0.3121 0.1857 -0.0846 0.433
H -1.55213 -0.51604 1.04525 0.1686 -0.0509 0.5989 -0.006
H -2.17650 1.11958 3.53727 0.0196 0.0039 0.0163 0.310
H -3.45043 0.14510 2.79643 0.1951 0.0965 0.0515 0.385
H -1.86978 2.27443 1.28641 0.5152 0.1063 -0.0650 0.025
H -3.48980 2.49575 1.89319 0.7328 -0.7516 0.0659 0.273
H -4.24416 1.84215 -0.10057 0.2516 -0.0342 -0.0775 0.480
H -3.94742 0.22041 0.51536 0.1794 0.6452 -0.2231 0.364
H -1.51350 0.49544 -0.71447 -1.0828 0.1935 -0.3626 -0.477
H -2.99475 -0.03315 -1.62086 0.1441 0.1672 0.6212 0.315
H -1.99688 1.66116 -3.03364 -0.2677 -0.3284 0.6046 0.384
H -3.44822 2.34074 -2.32103 0.5532 -0.1158 0.3333 0.331
H -1.91843 3.53243 -0.65530 0.0614 0.1169 0.0287 0.195
H -0.54980 2.71544 -1.36102 0.2394 0.0034 0.0307 0.020
H -2.34596 4.71768 -2.77872 -0.2482 0.0956 -0.2476 0.334
H -0.99570 3.83786 -3.52671 0.1624 0.3775 -0.1808 0.345
H -0.72739 5.05817 -2.17899 -0.2344 -0.5751 -0.6089 0.375
```
Forces are in eV/Å.

Calculated values
LUMO = 0.9 eV
2S+1 = 1
HOMO energy = -8.4 eV
SMILES string = CCCCCCCCSCCCCCCCC
total charge = 0

=====

No. 2
# C16H35Cl2GeMgNO5

C16H35Cl2GeMgNO5 as an isolated structure (the ωB97M-V functional and the def2-TZVPD basis, the OMol25 dataset).

Structure (XYZ):
```
61
Properties=species:S:1:pos:R:3:forces:R:3:mulliken_spin:R:1
Mg 0.55753 -0.20820 0.37735 0.3049 -0.4093 0.0361 -0.162
C -3.85637 1.12426 -1.72139 -0.0164 0.0230 -0.0096 0.007
C -2.97980 1.91630 -0.76439 0.0187 -0.0900 0.0071 0.000
C -3.81896 2.62539 0.28799 -0.0126 0.0230 0.0177 0.040
C -2.09894 2.90312 -1.51192 0.0046 0.0057 -0.0121 0.028
O -2.11144 0.93824 -0.12193 -0.1475 0.0682 0.1555 0.286
Ge -1.70323 0.77750 1.59550 -0.2537 0.1182 -0.1040 0.659
O 0.01710 1.34579 1.55758 -0.0726 0.2570 0.1400 0.126
C 0.63962 2.47992 2.25191 0.0261 0.0032 -0.0288 -0.005
C 0.49477 3.70832 1.37349 -0.0008 0.0054 -0.0148 0.007
C 2.09631 2.09919 2.44850 0.0269 0.0027 0.0013 0.014
C -0.06693 2.66058 3.58583 -0.0042 -0.0370 -0.0091 0.026
O -1.08392 -0.91306 1.40684 -0.2654 -0.0373 0.0149 0.020
C -1.27817 -2.00035 2.37056 0.1061 -0.0074 0.0201 -0.012
C -0.21415 -1.87014 3.44802 -0.0133 0.0006 0.0119 -0.007
C -2.67987 -1.88538 2.94546 -0.0323 -0.0284 -0.0517 0.040
C -1.11025 -3.28574 1.57929 0.0072 -0.0129 -0.0028 -0.005
H -4.46713 1.79944 -2.32142 -0.0083 -0.0015 0.0068 0.002
H -3.23563 0.53162 -2.39328 0.0202 0.0060 -0.0170 -0.002
H -4.51779 0.44904 -1.17867 0.0009 -0.0050 0.0248 0.000
H -4.52444 3.31073 -0.18104 0.0055 0.0057 -0.0085 0.000
H -4.39437 1.90662 0.87577 -0.0156 -0.0206 -0.0054 -0.004
H -3.18693 3.21723 0.95800 0.0189 0.0050 0.0074 -0.011
H -2.71453 3.66774 -1.98629 -0.0029 0.0002 -0.0160 0.000
H -1.40380 3.39566 -0.83351 0.0089 0.0253 0.0361 -0.001
H -1.51923 2.39660 -2.28192 0.0062 -0.0295 -0.0070 -0.008
H 0.92269 3.52510 0.38762 0.0175 -0.0055 0.0010 -0.005
H -0.55466 3.98736 1.25832 -0.0273 -0.0011 0.0045 0.002
H 1.01688 4.55267 1.82370 0.0007 0.0030 -0.0005 -0.002
H 2.59536 1.96288 1.48958 -0.0180 0.0117 -0.0178 -0.001
H 2.60561 2.89034 2.99929 0.0144 -0.0144 -0.0036 0.003
H 2.17984 1.16916 3.01155 -0.0096 0.0082 0.0273 -0.003
H -1.12539 2.90392 3.44342 -0.0110 0.0125 -0.0174 -0.016
H 0.01342 1.75652 4.19211 0.0111 -0.0006 0.0070 0.003
H 0.37932 3.48368 4.14278 0.0147 -0.0026 -0.0021 -0.001
H -0.32189 -0.92541 3.98678 -0.0249 0.0109 0.0130 0.005
H -0.31260 -2.68034 4.17084 0.0129 0.0021 0.0086 -0.003
H 0.78486 -1.90832 3.01307 0.0094 -0.0229 -0.0163 -0.003
H -2.77270 -1.00016 3.58242 -0.0026 0.0318 0.0029 -0.016
H -3.42263 -1.83460 2.14685 0.0017 -0.0134 -0.0068 -0.002
H -2.91252 -2.75126 3.56485 0.0292 0.0067 0.0119 -0.003
H -0.10808 -3.33837 1.15218 0.0242 0.0124 0.0013 -0.002
H -1.24046 -4.14521 2.23668 0.0044 0.0001 -0.0057 0.002
H -1.84955 -3.34819 0.77996 -0.0170 0.0113 0.0031 -0.003
N 0.48405 -1.76993 -1.27283 0.0040 0.2126 -0.0824 0.002
C 1.68666 -2.65099 -1.34498 -0.0205 -0.0443 0.0626 0.001
C 2.99383 -1.84770 -1.16123 0.0398 -0.0398 -0.0857 0.001
C 2.59954 -0.82082 -0.14402 0.1230 0.0433 -0.0206 0.004
O 2.21662 -1.21696 0.99529 0.0700 -0.1208 0.1176 0.000
O 2.27584 0.33555 -0.55274 0.0136 0.0686 -0.1228 0.000
H -0.34938 -2.34853 -1.29188 -0.0022 -0.0194 0.0376 -0.001
H 0.45021 -1.21345 -2.12469 -0.0470 -0.0242 -0.0739 -0.001
H 1.70991 -3.19137 -2.29226 0.0184 0.0045 0.0234 0.000
H 1.60301 -3.37105 -0.53248 0.0090 0.0064 -0.0284 0.000
H 3.29184 -1.35850 -2.08602 0.0388 -0.0061 0.0143 0.000
H 3.78248 -2.50987 -0.81055 -0.0149 -0.0157 -0.0067 0.000
Cl 0.83145 1.05309 -3.26094 0.0467 -0.0159 -0.0673 0.001
C 0.10620 0.57778 -4.80788 -0.0309 0.0361 -0.0237 0.000
Cl -0.11066 -1.17598 -4.91644 -0.0007 0.0094 0.0315 0.000
H 0.77216 0.89217 -5.60277 -0.0109 -0.0189 0.0197 0.000
H -0.86762 1.04537 -4.89573 0.0245 0.0037 0.0017 0.000
```
Forces are in eV/Å.

Calculated values
LUMO (spin up / spin down) = -1.9 / -6.0 eV
2S+1 = 2
<S²> = 0.75
HOMO energy (spin up / spin down) = -12.8 / -12.9 eV
total charge = +1

=====

No. 3
# C16H35ClO13S3

A 4-piece molecular cluster, C16H35ClO13S3 overall (the ωB97M-V functional and the def2-TZVPD basis, the OMol25 dataset).

Structure (XYZ):
```
68
Properties=species:S:1:pos:R:3:forces:R:3:mulliken_charge:R:1
O 2.64003 -4.84075 -0.26025 0.0106 0.0556 -0.2875 -0.512
C 2.56354 -4.59783 0.90316 0.1553 -0.4130 -0.4052 0.533
O 3.65879 -4.42807 1.68292 -0.4785 0.4130 0.8644 -0.298
C 4.22578 -3.11224 1.60670 0.4856 0.3341 -0.4921 -0.045
C 5.31311 -2.87122 2.65585 -0.1894 -0.4863 0.1592 -0.806
C 5.84345 -4.07813 3.41150 0.3481 0.3035 -0.1892 -0.633
Cl 4.70679 -4.83873 4.54570 -0.1678 -0.1254 0.1004 -0.192
O 1.38329 -4.62808 1.54532 -0.1451 0.1624 -0.0018 -0.338
C 0.97202 -3.49353 2.32035 0.6056 -0.2348 0.6216 -0.619
C 1.63532 -3.42168 3.68920 -1.4519 1.0020 -1.4835 0.664
C 0.86228 -2.46535 4.71368 1.8806 -2.1742 1.1509 -1.103
O 2.30442 -2.33888 4.04420 0.8489 -0.1805 0.8876 -0.347
H 4.65607 -2.99962 0.61346 0.0628 -0.0979 -0.1914 0.584
H 3.46673 -2.34113 1.68846 -0.2953 0.0180 0.1546 0.011
H 4.99173 -2.13336 3.38056 -0.1658 0.1567 0.0943 0.332
H 6.17408 -2.47055 2.12763 0.1654 0.2037 0.0139 0.391
H 6.66295 -3.74267 4.03430 0.1725 0.0470 0.0693 0.415
H 6.23891 -4.82949 2.73966 -0.1972 -0.2968 -0.0694 0.340
H 1.18141 -2.55599 1.81148 -0.1691 0.1448 -0.2153 0.253
H -0.08543 -3.62093 2.49210 -0.2040 -0.0868 -0.2823 0.383
H 2.02767 -4.35057 4.09569 -0.3573 -0.2694 0.0506 0.374
H 0.96692 -3.27383 5.49136 0.3669 0.4053 0.2688 0.199
H 1.05054 -1.69087 5.45083 -1.3111 1.2465 -0.8798 0.457
C -0.44313 2.41524 -0.34870 0.3245 0.0188 0.0005 -0.960
C -0.17219 0.96953 -0.70673 -0.5089 0.1029 0.2097 -0.204
O 1.09163 0.78291 -1.39742 -0.0193 0.0703 -0.1094 -0.237
S 2.42226 0.86132 -0.55089 -0.1229 -0.1613 -0.3409 1.060
C 3.50927 0.24580 -1.78873 0.0376 -0.0484 -0.0320 -0.993
O 2.32855 -0.08405 0.52127 0.0926 -0.0901 0.2999 -0.517
O 2.75421 2.22156 -0.27207 0.0660 0.0691 0.1441 -0.607
H 0.26677 2.78563 0.38902 -0.0102 -0.0168 0.0314 0.325
H -1.44403 2.51448 0.06679 -0.0497 -0.0435 -0.0594 0.279
H -0.36501 3.05162 -1.22849 -0.0983 0.0098 -0.0193 0.283
H -0.20641 0.32447 0.17248 0.1899 -0.0317 -0.0183 0.213
H -0.92226 0.60915 -1.40738 0.1213 -0.0675 -0.1281 0.284
H 3.24380 -0.78331 -2.01399 -0.0198 -0.0037 0.0042 0.304
H 4.51512 0.30174 -1.37873 -0.0009 0.0135 0.0290 0.377
H 3.42605 0.87699 -2.66870 -0.0032 0.0209 -0.0026 0.342
C -1.88787 8.19859 -0.80844 0.0072 -0.2249 -0.0193 -0.966
C -3.07392 8.17374 0.13374 0.2532 0.3682 0.0654 -0.371
O -3.88464 6.98325 -0.00444 -0.0497 -0.0105 -0.1104 -0.279
S -3.30715 5.62703 0.58164 -0.2710 0.0779 -0.0971 1.236
C -4.78323 4.68126 0.45287 -0.0588 -0.0186 0.0020 -0.967
O -2.97234 5.82634 1.95692 0.1512 -0.0152 0.1173 -0.670
O -2.33156 5.09533 -0.31763 0.1175 -0.0717 0.0131 -0.550
H -1.17141 7.41473 -0.57034 0.0069 0.0071 0.0290 0.295
H -1.37999 9.15993 -0.73189 -0.0567 0.0445 0.0098 0.381
H -2.21294 8.04878 -1.83755 -0.0119 0.0570 -0.0153 0.264
H -2.76349 8.27683 1.17433 -0.0180 -0.1306 0.0172 0.338
H -3.75242 8.99353 -0.08962 -0.1339 -0.0887 -0.0178 0.268
H -5.53156 5.10174 1.11793 0.0019 0.0166 0.0085 0.337
H -4.53133 3.66652 0.75253 0.0305 -0.0005 0.0151 0.372
H -5.11826 4.69671 -0.58027 0.0164 0.0005 -0.0172 0.322
C -1.12407 -3.44600 -2.71976 -0.1921 0.0775 0.0897 -0.912
C -1.61063 -2.95299 -4.06743 0.4614 -0.0013 0.0477 -0.410
O -3.05568 -2.90329 -4.17090 -0.0522 -0.0926 -0.0005 -0.266
S -3.80940 -1.74186 -3.40122 -0.0455 -0.2413 -0.1770 1.305
C -5.39151 -1.97085 -4.13162 -0.0359 -0.0069 -0.0673 -1.032
O -3.25804 -0.48639 -3.81004 0.0755 0.1656 0.1056 -0.645
O -3.88770 -2.06405 -2.01083 -0.0040 0.1289 0.1513 -0.610
H -1.37746 -2.74854 -1.92331 0.0140 0.0246 -0.0079 0.255
H -0.04044 -3.56181 -2.73915 0.0086 -0.0363 -0.0608 0.397
H -1.57800 -4.40563 -2.47546 0.0463 -0.0392 -0.0214 0.280
H -1.20160 -1.97089 -4.30889 -0.1219 0.0561 0.0262 0.346
H -1.30535 -3.63854 -4.85407 -0.1499 -0.0267 -0.0630 0.272
H -5.32666 -1.75037 -5.19293 0.0144 0.0000 -0.0098 0.325
H -6.06720 -1.27755 -3.63645 0.0200 0.0228 0.0211 0.373
H -5.70918 -2.99511 -3.95934 0.0082 -0.0122 0.0190 0.323
```
Forces are in eV/Å.

Calculated values
LUMO = 0.4 eV
2S+1 = 1
HOMO energy = -9.2 eV
SMILES string = O=C(OCCCCl)OC[C@@H]1CO1.CCOS(C)(=O)=O.CCOS(C)(=O)=O.CCOS(C)(=O)=O
total charge = 0

=====

Short version: F_max = 2.64 0.51 3.10 eV Å⁻¹, in the order given.
Short version: E_tot = -1028.1991 -4258.9740 -3263.3065 a.u., in the order given.